13
Properties=species:S:1:pos:R:3:forces:R:3:lowdin_charge:R:1 method="wB97M-V/def2-TZVPD" e_above_lowest_ev=0.3834 mol_weight_g_mol=118.161 smiles="CC(=O)NC(N)=S" energy_ha=-700.87511 homo_lumo_gap_ev=9.431 homo_energy_ev=-8.85
H 1.028 1.743 1.061 0.05 -0.14 0.31 0.080
H -1.786 -2.272 0.165 0.31 -0.05 0.02 0.104
C 1.326 -0.014 -0.121 0.85 -0.80 0.03 -0.488
O 2.313 -0.719 -0.332 -1.31 0.69 0.15 0.055
N 0.108 -0.685 0.032 -1.32 1.59 -0.33 0.090
H 0.311 -1.640 -0.087 -0.08 -1.49 -0.14 0.117
H 2.538 1.566 0.101 0.46 0.54 0.08 0.077
H -3.100 -1.187 -0.020 1.07 0.21 -0.06 0.114
S -1.828 1.272 -0.211 0.35 -0.34 -0.02 0.622
C 1.473 1.442 0.119 -0.80 0.72 -0.62 -0.035
C -1.258 -0.280 -0.079 1.47 0.32 0.38 -0.883
N -2.082 -1.330 -0.014 -1.46 -0.51 -0.02 0.070
H 0.958 2.104 -0.614 0.43 -0.74 0.22 0.077